Entry from the OMol25 dataset: a cluster of 2 separate species, C6H11OPS2 in total in a non-equilibrium geometry (the ωB97M-V functional and the def2-TZVPD basis).

Summary:
Kohn-Sham gap: 9.045 eV
Relative energy (zero: lowest compared OMol25 entry of this formula, charge and spin): 14.5 kcal per mole
Maximum force: 6.36 eV/Å

The geometry in XYZ format:
```
21
Properties=species:S:1:pos:R:3:forces:R:3:mulliken_charge:R:1
O -2.32617 2.50421 -0.39971 -2.7 1.0 0.3 -0.47
P -1.00072 2.00306 -0.58849 2.3 -1.2 0.1 0.42
S -1.00339 0.42173 -2.04043 -0.4 0.3 0.1 -0.17
C 0.72034 0.66405 -2.42740 1.6 2.2 2.0 -0.75
C 0.98319 1.95139 -3.29650 1.5 -2.6 0.4 -0.40
S 0.66281 3.46210 -2.44002 -0.6 1.0 0.0 -0.21
H 1.05687 -0.25355 -2.86226 0.5 -0.3 -0.4 0.42
H 1.36290 0.92806 -1.47588 -1.2 -1.2 -1.3 0.31
H 2.04367 1.88971 -3.63916 -0.8 0.2 0.1 0.31
H 0.33964 1.80425 -4.13827 -0.5 0.8 -0.7 0.37
H 1.30124 3.30909 -1.25713 0.2 -0.3 -0.6 0.17
C -1.61866 -0.03426 3.26140 2.2 -2.1 -1.7 -0.03
C -0.81590 -0.77114 2.71757 1.0 0.6 0.6 -0.61
C 0.21161 -1.70120 2.05030 -4.1 0.4 1.9 -0.21
C -0.14131 -3.14890 2.48354 2.0 -0.6 -6.0 -1.01
H -2.37055 0.63576 3.46018 -1.2 1.0 0.7 0.49
H 1.24308 -1.52352 2.17441 0.9 0.8 0.6 0.38
H -0.06498 -1.54032 1.04372 0.2 -0.2 -1.5 0.11
H 0.85141 -3.59690 2.55252 -0.4 -0.7 0.4 0.27
H -0.68458 -3.66362 1.56500 1.2 0.8 1.8 0.22
H -0.75050 -3.34001 3.25661 -1.8 0.0 3.1 0.41
```
Positions in Å, forces in eV/Å.

Entry from the OMol25 dataset: the molecule CH4F2Si in a non-equilibrium geometry (the ωB97M-V functional and the def2-TZVPD basis).

Summary:
Kohn-Sham gap: 12.623 eV
Relative energy (zero: lowest compared OMol25 entry of this formula, charge and spin): 8.2 kcal per mole
Maximum force: 3.50 eV/Å

The geometry in XYZ format:
```
8
Properties=species:S:1:pos:R:3:forces:R:3:mulliken_charge:R:1
C 0.19576 -0.43500 0.24982 -0.9 2.8 1.6 -0.94
Si 0.56681 0.96670 -1.01518 2.9 -1.7 0.9 0.68
F 1.33885 0.22258 -2.19231 -0.6 -0.7 -1.0 -0.27
F 1.88726 1.69763 -0.48697 -0.3 0.9 0.9 -0.28
H -0.04232 -1.27259 -0.30457 -0.2 -2.0 -1.2 0.32
H 0.92106 -0.68048 1.08023 -0.5 0.6 -1.3 0.29
H -0.77353 -0.18363 0.74528 0.6 -0.2 0.0 0.29
H -0.22564 1.95330 -1.69136 -1.0 0.3 0.2 -0.09
```
Positions in Å, forces in eV/Å.

Entry from the OMol25 dataset: the molecule C18H26N2O3S in a non-equilibrium geometry (the ωB97M-V functional and the def2-TZVPD basis).

Summary:
Kohn-Sham gap: 8.421 eV
Relative energy (zero: lowest compared OMol25 entry of this formula, charge and spin): 41.2 kcal per mole
Maximum force: 1.26 eV/Å

The geometry in XYZ format:
```
50
Properties=species:S:1:pos:R:3:forces:R:3:mulliken_charge:R:1
C 5.37925 3.18790 -0.38399 0.1 -0.3 0.0 -1.33
C 5.03005 1.70568 -0.33211 -0.3 0.2 0.0 -0.41
C 3.51951 1.48467 -0.33980 0.4 -0.3 0.0 -0.30
C 3.16833 0.00001 -0.26557 0.3 0.6 0.2 -1.39
N 1.72391 -0.19090 -0.32914 -0.8 0.2 1.0 0.65
C 1.24505 -1.26460 -1.17479 -0.2 -0.6 -0.1 -1.26
C 1.69573 -2.67205 -0.77341 -0.3 0.0 -0.2 -0.09
C 0.95614 -3.74236 -1.57197 0.3 0.0 0.2 -0.36
C 1.39382 -5.14453 -1.16711 -0.1 0.2 -0.2 -1.34
S 1.02433 -0.15808 1.20878 -0.2 -0.1 -0.3 1.33
O 1.37950 1.09843 1.80174 0.0 0.2 0.0 -0.70
O 1.35176 -1.33739 1.96510 -0.2 -0.1 0.0 -0.75
C -0.72630 -0.18871 0.84579 0.7 -0.3 0.3 -0.69
C -1.47012 -1.24278 1.30601 0.3 0.1 0.0 -0.31
C -2.83693 -1.30135 1.05642 -0.4 0.3 -0.2 -1.05
C -3.48917 -0.30701 0.34171 0.2 -0.5 0.3 0.31
O -4.80816 -0.50547 0.17801 0.5 -0.2 0.2 -0.48
C -5.62978 0.41984 -0.50385 -0.6 0.3 -0.3 -0.77
C -2.73235 0.80293 -0.14708 0.7 0.0 0.1 0.70
N -3.33905 1.77884 -0.84955 -0.2 0.2 -0.2 -0.53
C -2.63932 2.78585 -1.28993 -0.1 0.0 0.0 -0.47
C -1.25874 2.93029 -1.07748 0.2 -0.3 0.2 -0.75
C -0.60413 1.95828 -0.37178 -0.2 0.4 -0.2 -0.50
C -1.32938 0.85208 0.12060 -0.4 0.1 -0.1 1.12
H 4.98577 3.64173 -1.29101 0.0 0.1 -0.1 0.32
H 6.45758 3.32855 -0.36957 0.1 0.1 0.0 0.40
H 4.95245 3.70613 0.47117 0.0 0.1 0.1 0.32
H 5.45102 1.26551 0.57397 0.1 -0.1 0.0 0.36
H 5.47846 1.19556 -1.18868 0.1 -0.1 0.0 0.31
H 3.06801 1.99049 0.51347 0.0 0.1 -0.1 0.37
H 3.08908 1.90154 -1.25346 -0.1 0.0 0.0 0.27
H 3.62651 -0.52770 -1.10551 -0.1 -0.1 0.1 0.54
H 3.55778 -0.42991 0.66487 0.2 -0.1 -0.1 0.30
H 1.56258 -1.04183 -2.19930 -0.1 0.0 0.1 0.44
H 0.15300 -1.21449 -1.14580 0.1 -0.1 -0.2 0.20
H 1.50641 -2.80685 0.29189 0.1 -0.1 -0.1 0.29
H 2.77069 -2.77516 -0.93603 0.1 0.0 0.1 0.33
H -0.11871 -3.63556 -1.40659 -0.1 0.0 -0.1 0.32
H 1.14290 -3.59526 -2.63890 -0.1 0.0 -0.1 0.31
H 2.45663 -5.28145 -1.35307 0.1 -0.1 0.0 0.32
H 1.20916 -5.30617 -0.10792 0.0 -0.1 0.1 0.33
H 0.84657 -5.89551 -1.73215 0.0 -0.1 0.0 0.40
H -0.97394 -2.02051 1.86451 0.0 -0.1 0.1 0.60
H -3.42560 -2.12901 1.41849 -0.1 -0.1 0.0 0.46
H -5.61397 1.39827 -0.02204 -0.1 -0.1 -0.1 0.30
H -6.63202 -0.00559 -0.45337 0.1 0.0 0.0 0.28
H -5.32379 0.53431 -1.54464 -0.1 0.0 0.1 0.29
H -3.19599 3.53027 -1.84502 0.0 0.1 -0.1 0.41
H -0.73858 3.79202 -1.46499 0.1 0.1 0.0 0.44
H 0.45212 2.01094 -0.16640 0.0 0.2 -0.1 0.46
```
Positions in Å, forces in eV/Å.

What is the Kohn-Sham gap in the third record?
8.421 eV